Entry 1:
Formula: C5H7NO
Source: the OMol25 dataset
Level of theory: ωB97M-V with the def2-TZVPD basis set

- F_max (eV Å⁻¹) = 0.44
- ΔE to the lowest compared entry with this formula, charge and spin (kcal per mole) = 71.9
- SMILES = C=C=CC=O.C=N
- energy (eV) = -8833.0833

Structure (ORCA input):
```
! wB97M-V def2-TZVPD RIJCOSX def2/J DEFGRID3
* xyz 0 1
C -2.22 -0.61 -1.24
C -1.27 -1.06 -0.48
C -0.30 -1.47 0.30
C 1.13 -1.22 -0.04
O 1.50 -0.74 -1.08
H -2.63 0.39 -1.10
H -2.63 -1.21 -2.04
H -0.52 -1.98 1.24
H 1.85 -1.53 0.74
C 1.04 1.96 0.35
N 1.05 1.20 1.37
H 1.19 1.51 -0.63
H 0.89 3.04 0.39
H 0.90 1.73 2.23
*
```

***

Entry 2:
Formula: C5H7NO
Source: the OMol25 dataset
Level of theory: ωB97M-V with the def2-TZVPD basis set

- F_max (eV Å⁻¹) = 1.04
- ΔE to the lowest compared entry with this formula, charge and spin (kcal per mole) = 41.6
- SMILES = CC[C@@]1(C#N)CO1
- energy (eV) = -8834.4007

Structure (ORCA input):
```
! wB97M-V def2-TZVPD RIJCOSX def2/J DEFGRID3
* xyz 0 1
C -1.63 0.16 0.63
C -0.65 -0.80 -0.04
C 0.69 -0.18 -0.41
C 0.86 0.22 -1.80
N 1.01 0.57 -2.89
C 1.56 0.53 0.54
O 1.86 -0.79 0.14
H -1.23 0.58 1.56
H -2.56 -0.35 0.87
H -1.88 1.00 -0.03
H -0.43 -1.64 0.64
H -1.09 -1.23 -0.94
H 2.24 1.29 0.16
H 1.25 0.64 1.58
*
```

***

Entry 3:
Formula: C5H7NO
Source: the OMol25 dataset
Level of theory: ωB97M-V with the def2-TZVPD basis set

- F_max (eV Å⁻¹) = 1.96
- ΔE to the lowest compared entry with this formula, charge and spin (kcal per mole) = 66.1
- energy (eV) = -8833.3368

Structure (ORCA input):
```
! wB97M-V def2-TZVPD RIJCOSX def2/J DEFGRID3
* xyz 0 1
C 1.20 0.68 1.30
C 0.39 -0.22 0.44
C -0.94 -0.46 0.62
N -1.47 -1.23 -0.49
C -0.85 -0.18 -1.26
O -1.42 0.85 -1.56
C 0.65 -0.43 -1.04
H 2.22 0.28 1.43
H 0.74 0.79 2.28
H 1.30 1.67 0.84
H -1.59 0.41 0.82
H -2.48 -1.12 -0.54
H 1.28 0.37 -1.46
H 0.97 -1.41 -1.39
*
```

***

Entry 4:
Formula: C5H7NO
Source: the OMol25 dataset
Level of theory: ωB97M-V with the def2-TZVPD basis set

- F_max (eV Å⁻¹) = 1.99
- ΔE to the lowest compared entry with this formula, charge and spin (kcal per mole) = 243.7
- energy (eV) = -8825.6350

Structure (ORCA input):
```
! wB97M-V def2-TZVPD RIJCOSX def2/J DEFGRID3
* xyz 0 1
O 1.86 -0.80 -1.01
C 1.27 -0.36 -0.03
C 0.31 0.85 0.03
C -1.18 0.65 -0.07
C -1.45 -0.79 0.28
C -0.66 -0.64 1.35
N -0.49 0.79 1.24
H 2.14 0.24 -2.01
H 1.61 -0.80 0.92
H 0.71 1.84 -0.20
H -1.93 1.36 -0.42
H 0.37 0.26 -2.66
H -2.33 -1.39 0.32
H -0.32 -1.24 2.17
*
```

***

Entry 5:
Formula: C5H7NO
Source: the OMol25 dataset
Level of theory: ωB97M-V with the def2-TZVPD basis set

- F_max (eV Å⁻¹) = 3.87
- ΔE to the lowest compared entry with this formula, charge and spin (kcal per mole) = 82.3
- energy (eV) = -8832.6333

Structure (ORCA input):
```
! wB97M-V def2-TZVPD RIJCOSX def2/J DEFGRID3
* xyz 0 1
O -1.36 1.43 1.43
C -0.81 0.68 0.63
C -1.22 -0.08 -0.60
N 0.10 -0.69 -0.93
C 1.03 0.47 -0.72
C 0.61 0.40 0.82
C 0.56 -1.15 0.42
H -1.58 0.59 -1.39
H -1.98 -0.83 -0.38
H 0.78 1.36 -1.31
H 2.05 0.14 -0.96
H 0.41 1.14 1.76
H 1.53 -1.64 0.30
H -0.13 -1.82 0.93
*
```

***

Entry 6:
Formula: C5H7NO
Source: the OMol25 dataset
Level of theory: ωB97M-V with the def2-TZVPD basis set

- F_max (eV Å⁻¹) = 5.21
- ΔE to the lowest compared entry with this formula, charge and spin (kcal per mole) = 128.1
- energy (eV) = -8830.6460

Structure (ORCA input):
```
! wB97M-V def2-TZVPD RIJCOSX def2/J DEFGRID3
* xyz 0 1
C -0.35 -0.14 -3.52
C 0.15 0.07 -0.74
C 0.58 -0.76 1.65
C -0.08 0.60 1.65
C -0.27 -0.37 0.49
N -1.26 -0.60 -2.84
O 0.96 0.71 -1.28
H -0.42 -0.11 -4.66
H 0.38 0.63 -3.04
H 1.62 -0.83 1.51
H 0.07 -1.49 2.26
H -0.76 0.77 2.32
H 0.46 1.54 1.48
H -1.18 -0.93 0.53
*
```